Entry 1:
Here is a 11-piece molecular cluster, C4H29NO12 overall at a distorted geometry from the OMol25 dataset. Energies are from wB97M-V/def2-TZVPD.

```
46
Properties=species:S:1:pos:R:3:lowdin_charge:R:1
C 0.634 -0.111 2.891 -0.094
N 1.307 -0.611 1.685 -0.075
C -0.181 -0.220 -0.207 -0.039
C 0.486 -1.302 0.680 -0.264
C -0.510 -2.290 1.268 -0.430
O -0.165 -2.744 2.488 0.109
O -1.519 -2.725 0.752 0.068
H 0.468 -0.888 3.621 0.065
H -0.244 0.497 2.640 0.084
H 1.356 0.557 3.367 0.088
H 1.891 0.104 1.273 0.059
H 0.548 0.156 -0.917 0.099
H -0.996 -0.586 -0.837 0.057
H -0.786 0.462 0.401 0.080
H 1.105 -1.816 -0.066 0.137
H -0.945 -3.249 2.771 0.142
H -2.402 -3.077 -2.072 0.036
H -1.410 -2.235 -1.158 -0.035
O -1.502 -2.780 -1.945 -0.054
H -0.310 2.899 -3.773 0.011
H 1.190 2.652 -3.784 0.057
O 0.553 3.335 -3.551 -0.079
H 2.576 -3.534 2.493 0.049
H 2.975 -2.188 2.174 0.034
O 3.369 -3.079 2.165 -0.063
H 3.118 2.063 0.318 0.017
H 4.126 1.776 1.380 0.049
O 3.572 1.314 0.741 -0.068
H 2.867 -3.737 0.540 -0.003
H 2.730 -3.848 -1.036 0.041
O 2.250 -3.774 -0.210 -0.066
H -2.821 -1.329 0.440 -0.002
H -4.149 -0.726 1.087 0.040
O -3.308 -0.533 0.681 -0.045
H -1.458 4.336 -1.354 0.061
H -0.123 3.882 -1.972 0.025
O -0.677 3.811 -1.157 -0.073
H -3.019 2.110 -0.743 0.038
H -4.226 1.241 -1.165 0.040
O -3.509 1.779 -1.501 -0.047
H 0.657 3.286 -0.055 0.002
H 0.996 1.876 0.568 -0.010
O 1.287 2.785 0.484 -0.059
H -1.406 1.837 -2.639 0.028
H -2.603 2.546 -3.277 0.044
O -1.791 2.079 -3.488 -0.054
```

Calculated values
Relative energy (zero: lowest compared OMol25 entry of this formula, charge and spin) in kcal/mol: 52.3
Orbital gap in Eh: 0.3410
Highest occupied orbital energy in eV: -9.100
LUMO energy in Ha: 0.0066
SMILES: CN[C@H](C)C(=O)O.O.O.O.O.O.O.O.O.O.O

***

Entry 2:
Here is a 2-piece molecular cluster, C4H9NO overall at a distorted geometry from the OMol25 dataset. Energies are from wB97M-V/def2-TZVPD.

```
15
Properties=species:S:1:pos:R:3:lowdin_charge:R:1
C 1.535 -1.034 -0.256 -0.050
C 0.109 -0.502 -0.203 -0.369
C -0.919 -0.839 -1.021 0.063
C 0.358 0.512 1.873 -0.033
N -0.179 0.494 0.773 0.016
H 2.148 -0.175 0.184 0.102
H 1.846 -1.197 -1.258 0.059
H 1.724 -1.962 0.214 0.061
H -1.825 -0.410 -1.067 -0.003
H -0.730 -1.652 -1.872 0.118
H 0.094 1.089 2.647 0.039
H 1.091 -0.179 2.228 0.078
H -1.774 1.405 -1.326 0.023
H -1.498 2.222 -0.090 -0.075
O -1.980 2.230 -0.827 -0.028
```

Calculated values
Relative energy (zero: lowest compared OMol25 entry of this formula, charge and spin) in kcal/mol: 74.7
Orbital gap in Eh: 0.3691
Highest occupied orbital energy in eV: -9.483
LUMO energy in Ha: 0.0206
SMILES: C=NC(=C)C.O

***

Entry 3:
Here is C15H13Cl3CrN2O7 as an isolated structure at a distorted geometry from the OMol25 dataset. Energies are from wB97M-V/def2-TZVPD.

```
41
Properties=species:S:1:pos:R:3:lowdin_charge:R:1
Cr 0.934 0.220 0.337 0.832
O 2.719 2.599 0.707 0.114
C 1.532 2.348 1.304 -0.553
O 0.514 2.918 0.964 0.099
C 1.717 1.638 2.646 -0.070
O 1.269 0.281 2.560 -0.191
C 2.304 -0.688 2.808 -0.070
C 3.299 -0.724 1.624 -0.601
O 4.435 -1.108 1.795 0.079
O 2.755 -0.330 0.519 -0.121
H 2.563 3.180 -0.050 0.134
H 1.105 2.152 3.386 0.147
H 2.769 1.687 2.924 0.148
H 1.802 -1.650 2.861 0.128
H 2.817 -0.479 3.747 0.137
N 0.969 0.585 -1.806 0.065
C -0.417 0.597 -2.233 -0.209
C -0.800 0.561 -3.545 0.004
C -2.165 0.555 -3.888 -0.056
C -3.127 0.596 -2.919 -0.019
C -2.763 0.640 -1.556 -0.133
C -3.698 0.699 -0.499 0.018
C -3.244 0.747 0.790 -0.015
C -1.867 0.706 1.037 -0.062
N -0.965 0.634 0.081 0.001
C -1.394 0.628 -1.216 -0.136
H 1.481 1.352 -2.226 0.122
H 1.404 -0.283 -2.114 0.114
H -0.051 0.533 -4.327 0.123
H -2.447 0.514 -4.932 0.110
H -4.178 0.591 -3.180 0.118
H -4.757 0.702 -0.721 0.124
H -3.930 0.800 1.623 0.114
H -1.482 0.701 2.049 0.134
Cl -0.621 -4.562 -1.330 0.598
C 0.060 -3.990 0.193 -1.511
Cl 1.741 -4.564 0.343 0.612
Cl -0.898 -4.613 1.536 0.602
C 0.158 -2.430 0.228 -0.817
O 0.042 -1.878 1.335 -0.053
O 0.412 -1.863 -0.853 -0.060
```

Calculated values
2S+1: 5
Orbital gap (spin up / spin down) in Eh: 0.2710 / 0.3022
Highest occupied orbital energy (spin up / spin down) in eV: -8.220 / -9.161
LUMO energy (spin up / spin down) in Ha: -0.0311 / -0.0345

***

Entry 4:
Here is a 2-piece molecular cluster, C4H11NO2 overall at a distorted geometry from the OMol25 dataset. Energies are from wB97M-V/def2-TZVPD.

```
18
Properties=species:S:1:pos:R:3:lowdin_charge:R:1
C -0.092 -0.730 -1.674 -0.170
N 1.164 -0.494 -0.958 -0.131
C 0.265 1.791 -0.322 -0.112
C 1.056 0.559 0.090 -0.441
C 0.359 -0.091 1.302 -0.382
O -0.695 0.424 1.852 -0.252
H -0.905 -0.731 -0.942 0.072
H -0.237 -0.003 -2.473 0.056
H -0.083 -1.758 -2.046 0.057
H 1.902 -0.279 -1.634 0.072
H 0.528 2.064 -1.357 0.059
H -0.814 1.674 -0.251 0.062
H 0.572 2.614 0.335 0.069
H 2.089 0.796 0.384 0.100
H 0.873 -0.965 1.735 0.059
H -2.224 -0.933 2.193 0.006
H -1.560 -2.027 1.520 0.002
O -2.196 -1.910 2.246 -0.127
```

Calculated values
2S+1: 2
Charge: -1
Relative energy (zero: lowest compared OMol25 entry of this formula, charge and spin) in kcal/mol: 28.6
Orbital gap (spin up / spin down) in Eh: 0.1553 / 0.2762
Highest occupied orbital energy (spin up / spin down) in eV: -0.063 / -3.509
LUMO energy (spin up / spin down) in Ha: 0.1530 / 0.1473

***

Entry 5:
Here is a 4-piece molecular cluster, C35H51FIN3O6 overall at a distorted geometry from the OMol25 dataset. Energies are from wB97M-V/def2-TZVPD.

```
97
Properties=species:S:1:pos:R:3:lowdin_charge:R:1
C 4.043 0.658 -1.524 -0.040
C 2.745 -0.099 -1.229 -0.208
C 2.660 -1.357 -1.813 -0.068
C 1.569 -2.191 -1.623 -0.076
C 0.562 -1.708 -0.805 -0.104
C 0.633 -0.454 -0.235 -0.063
C 1.706 0.410 -0.427 -0.139
C 1.770 1.801 0.228 -0.049
C 1.145 2.947 -0.576 -0.053
C 1.873 3.954 -1.160 -0.094
C 3.397 3.986 -1.072 -0.032
C 3.919 4.099 0.359 -0.437
O 3.352 4.702 1.217 0.171
F 5.120 3.491 0.571 0.091
C 1.238 5.031 -1.868 -0.169
C 1.981 6.201 -2.499 -0.139
C 2.268 5.944 -4.000 -0.818
O 1.590 5.175 -4.608 0.014
I 3.863 6.963 -5.052 0.765
C -0.111 5.022 -1.992 0.027
C -0.931 4.021 -1.418 -0.195
N -2.281 4.138 -1.614 0.156
C -2.903 3.156 -1.026 -0.093
C -2.310 2.113 -0.242 -0.264
C -3.231 1.059 0.371 -0.099
C -3.872 0.185 -0.766 -0.097
C -2.877 -0.172 -1.867 -0.494
N -2.632 0.716 -2.947 0.150
O -2.279 -1.232 -1.850 0.065
N -1.019 2.027 -0.068 0.200
C -0.292 3.005 -0.696 -0.118
H 4.225 1.444 -0.783 0.040
H 4.058 1.089 -2.534 0.090
H 4.866 -0.058 -1.375 0.088
H 3.480 -1.738 -2.427 0.112
H 1.540 -3.178 -2.082 0.104
H -0.303 -2.339 -0.601 0.099
H -0.211 -0.179 0.396 0.091
H 1.204 1.726 1.171 0.130
H 2.810 1.976 0.525 0.099
H 3.836 4.833 -1.620 0.120
H 3.762 3.095 -1.595 0.097
H 2.874 6.511 -1.942 0.103
H 1.292 7.062 -2.448 0.130
H -0.597 5.841 -2.529 0.133
H -3.995 3.128 -1.142 0.121
H -3.995 1.496 1.023 0.118
H -2.557 0.374 0.908 0.112
H -4.226 -0.766 -0.354 0.120
H -4.685 0.769 -1.230 0.110
H -1.989 0.257 -3.594 0.092
H -3.481 0.836 -3.501 0.097
C 3.035 -2.207 4.910 -0.078
C 2.270 -0.932 4.601 -0.282
O 1.560 -0.975 3.377 -0.162
C 0.572 -1.986 3.263 -0.271
C -0.524 -1.888 4.309 -0.072
H 3.739 -2.434 4.107 0.081
H 3.591 -2.098 5.843 0.075
H 2.371 -3.066 5.017 0.061
H 2.977 -0.106 4.511 0.117
H 1.594 -0.673 5.424 0.106
H 1.039 -2.976 3.277 0.110
H 0.131 -1.867 2.272 0.100
H -0.136 -2.007 5.321 0.056
H -1.273 -2.664 4.147 0.075
H -1.014 -0.913 4.258 0.081
C 0.365 -5.632 8.202 -0.078
C -0.408 -4.360 7.898 -0.281
O -1.121 -4.403 6.675 -0.174
C -2.105 -5.415 6.556 -0.279
C -3.204 -5.328 7.602 -0.079
H 1.068 -5.852 7.396 0.081
H 0.922 -5.523 9.134 0.077
H -0.294 -6.495 8.308 0.065
H 0.295 -3.530 7.809 0.115
H -1.083 -4.107 8.723 0.107
H -1.634 -6.404 6.566 0.107
H -2.546 -5.292 5.566 0.117
H -2.816 -5.451 8.614 0.065
H -3.949 -6.106 7.432 0.077
H -3.697 -4.355 7.555 0.082
C -1.086 -1.467 -8.414 -0.079
C -1.879 -1.297 -7.129 -0.281
O -1.462 -0.194 -6.343 -0.172
C -1.554 1.084 -6.951 -0.278
C -2.965 1.463 -7.371 -0.078
H -0.023 -1.576 -8.194 0.083
H -1.427 -2.352 -8.954 0.077
H -1.197 -0.609 -9.078 0.065
H -1.739 -2.182 -6.507 0.119
H -2.952 -1.232 -7.338 0.106
H -0.864 1.150 -7.798 0.107
H -1.200 1.799 -6.207 0.118
H -3.366 0.781 -8.121 0.066
H -2.976 2.469 -7.792 0.079
H -3.638 1.437 -6.511 0.073
```

Calculated values
Orbital gap in Eh: 0.3061
Highest occupied orbital energy in eV: -8.489
LUMO energy in Ha: -0.0059
SMILES: Cc1ccccc1Cc1c(CC(=O)F)c(CC(=O)I)cc2ncc(CCC(N)=O)nc12.CCOCC.CCOCC.CCOCC

***

Entry 6:
Here is C26H21AsClF3NO5S6V as an isolated structure at a distorted geometry from the OMol25 dataset. Energies are from wB97M-V/def2-TZVPD.

```
65
Properties=species:S:1:pos:R:3:lowdin_charge:R:1
V 1.741 1.215 -0.067 0.318
Cl 2.086 -5.568 3.301 0.610
C 1.895 -3.929 2.728 -0.678
C 0.861 -3.142 3.214 -0.112
C 0.708 -1.851 2.754 -0.006
C 1.563 -1.288 1.785 -0.326
O 1.335 -0.077 1.361 -0.280
C 2.630 -2.112 1.346 -0.085
C 3.682 -1.498 0.470 -0.351
O 3.010 -1.239 -0.821 -0.330
C 2.784 -3.407 1.810 -0.055
H 0.182 -3.545 3.955 0.101
H -0.087 -1.222 3.138 0.109
H 4.530 -2.152 0.269 0.154
H 3.614 -4.009 1.459 0.116
S 5.189 0.855 0.910 0.540
S 5.085 1.675 2.731 0.094
S 3.047 2.232 2.999 -0.039
S 2.294 3.038 1.292 0.086
S 0.966 3.187 -1.413 0.608
C -0.715 3.214 -1.916 -0.673
C -1.125 4.214 -2.811 -0.133
C -2.420 4.255 -3.292 -0.105
C -3.357 3.301 -2.904 -0.110
C -2.973 2.311 -2.015 -0.125
C -1.676 2.271 -1.518 -0.403
As -1.000 1.009 -0.249 1.325
C -1.962 -0.651 -0.570 -0.353
C -2.364 -1.017 -1.852 -0.125
C -2.983 -2.240 -2.071 -0.093
C -3.188 -3.116 -1.014 -0.101
C -2.782 -2.759 0.264 -0.085
C -2.179 -1.530 0.486 -0.102
C -1.892 1.501 1.417 -0.343
C -3.280 1.557 1.509 -0.104
C -3.891 1.891 2.707 -0.093
C -3.116 2.170 3.827 -0.099
C -1.733 2.112 3.742 -0.078
C -1.120 1.779 2.540 -0.102
H -0.400 4.953 -3.130 0.092
H -2.705 5.038 -3.985 0.095
H -4.368 3.331 -3.289 0.091
H -3.685 1.552 -1.709 0.091
H -2.181 -0.342 -2.678 0.086
H -3.297 -2.512 -3.071 0.097
H -3.660 -4.076 -1.187 0.095
H -2.931 -3.440 1.093 0.101
H -1.872 -1.256 1.488 0.092
H -3.887 1.328 0.641 0.095
H -4.971 1.934 2.770 0.097
H -3.591 2.431 4.764 0.096
H -1.123 2.329 4.610 0.104
H -0.040 1.731 2.479 0.048
F 2.858 -2.932 -2.968 0.109
C 4.040 -2.299 -2.921 -0.709
F 4.940 -3.116 -2.369 0.123
F 4.420 -2.043 -4.188 0.094
S 3.918 -0.648 -2.031 1.017
O 5.283 -0.509 -1.536 -0.445
O 4.037 -0.368 1.194 -0.523
O 2.950 1.321 -1.081 -0.595
N 0.498 0.088 -2.927 0.054
H 0.244 0.051 -3.909 0.034
H 0.954 -0.797 -2.722 0.011
H 1.206 0.817 -2.838 -0.020
```

Calculated values
2S+1: 2
Charge: -1
Relative energy (zero: lowest compared OMol25 entry of this formula, charge and spin) in kcal/mol: 21.8
Orbital gap (spin up / spin down) in Eh: 0.2701 / 0.2723
Highest occupied orbital energy (spin up / spin down) in eV: -4.888 / -4.947
LUMO energy (spin up / spin down) in Ha: 0.0904 / 0.0905